Run 1
Formula: C4H12OS2
Source: OMol25
Level of theory: ωB97M-V with the def2-TZVPD basis set

Its molecular weight is 140.273 g mol⁻¹. Its gap between HOMO and LUMO is 0.332 hartree. The SMILES is CCSSCC.O. The HOMO energy comes out at -8.56 eV.

```
! wB97M-V def2-TZVPD RIJCOSX def2/J DEFGRID3
* xyz 0 1
S 0.54 -0.96 -2.10
S -1.32 -1.40 -1.21
C 2.88 -0.11 -0.95
C -3.14 0.22 0.11
C 1.49 -0.67 -0.55
C -1.75 0.27 -0.57
H 3.36 -0.85 -1.61
H 3.49 0.00 -0.04
H 2.87 0.86 -1.48
H -3.36 1.15 0.65
H -3.20 -0.63 0.82
H -3.90 0.07 -0.67
H 1.54 -1.60 0.05
H 1.04 0.12 0.09
H -1.00 0.77 0.06
H -1.88 0.87 -1.49
O 0.41 0.50 3.05
H 1.26 0.18 3.42
H 0.65 1.21 2.42
*
```

=====

Run 2
Formula: C4H12OS2
Source: OMol25
Level of theory: ωB97M-V with the def2-TZVPD basis set

Its molecular weight is 140.273 g mol⁻¹. Its gap between HOMO and LUMO is 0.329 hartree. The SMILES is CCSSCC.O. The HOMO energy comes out at -8.21 eV.

```
! wB97M-V def2-TZVPD RIJCOSX def2/J DEFGRID3
* xyz 0 1
C 1.41 -3.78 -1.01
C 0.65 -2.47 -0.41
S 1.22 -1.71 1.29
S -0.54 -1.38 2.36
C -0.26 0.56 2.29
C -0.84 1.16 1.08
H 0.72 -4.51 -1.44
H 2.05 -3.36 -1.73
H 1.98 -4.43 -0.35
H 0.95 -1.60 -1.12
H -0.44 -2.55 -0.40
H 0.85 0.44 2.40
H -0.57 1.03 3.25
H -1.57 1.80 1.53
H -0.09 1.69 0.58
H -1.31 0.48 0.40
H -0.61 6.37 -3.25
H -2.24 6.00 -2.92
O -1.37 6.25 -2.55
*
```

=====

Run 3
Formula: C4H12OS2
Source: OMol25
Level of theory: ωB97M-V with the def2-TZVPD basis set

Its molecular weight is 140.273 g mol⁻¹. Its gap between HOMO and LUMO is 0.325 hartree. The SMILES is CCSSCC.O. The HOMO energy comes out at -8.22 eV.

```
! wB97M-V def2-TZVPD RIJCOSX def2/J DEFGRID3
* xyz 0 1
C -1.60 1.44 1.71
C -0.54 1.25 0.63
S -0.67 2.29 -0.93
S 0.49 1.16 -2.20
C -0.15 -0.53 -2.19
C 0.76 -1.40 -1.30
H -2.23 2.34 1.37
H -1.15 1.89 2.61
H -2.33 0.67 1.91
H -0.64 0.26 0.21
H 0.44 1.17 1.17
H -1.18 -0.72 -1.75
H -0.01 -0.88 -3.22
H 0.15 -2.12 -0.76
H 1.43 -0.97 -0.47
H 1.28 -2.15 -1.85
H 1.77 -0.54 2.03
H 2.52 -1.78 1.45
O 1.66 -1.38 1.57
*
```

=====

Run 4
Formula: C4H12OS2
Source: OMol25
Level of theory: ωB97M-V with the def2-TZVPD basis set

Its molecular weight is 140.273 g mol⁻¹. Its gap between HOMO and LUMO is 0.309 hartree. The SMILES is CCSSCC.O. The HOMO energy comes out at -7.81 eV.

```
! wB97M-V def2-TZVPD RIJCOSX def2/J DEFGRID3
* xyz 0 1
C -2.82 -0.67 -1.12
C -2.01 0.61 -0.95
S -0.20 0.23 -0.89
S 0.39 1.06 0.93
C 2.20 0.85 0.69
C 2.89 0.53 2.01
H -3.28 -0.81 -2.10
H -3.64 -0.58 -0.43
H -2.25 -1.51 -0.74
H -2.27 1.15 -0.05
H -2.06 1.34 -1.75
H 2.21 0.00 0.03
H 2.67 1.73 0.24
H 2.36 -0.14 2.69
H 3.03 1.46 2.57
H 3.90 0.17 1.81
H 0.04 -2.75 -1.10
H -0.02 -3.64 0.18
O -0.41 -3.50 -0.68
*
```

=====

Most stable structure: run 1